1.
C13H16N2O2PdS2 | wB97M-V/def2-TZVPD

As for the spin multiplicity: 3. Its molar mass is 402.84 g mol⁻¹. As for the net charge: -2. The HOMO-LUMO gap (spin up / spin down) comes out at 2.7 / 4.8 eV. The calculation puts the HOMO energy (spin up / spin down) at 2.026 / -0.089 eV. Its total energy is -45960.7876 eV.

```
36
Properties=species:S:1:pos:R:3:forces:R:3
Pd 7.0322 12.0475 5.0124 -1.856 -0.901 -0.598
N 6.3617 15.3623 3.0042 1.062 0.185 -0.968
C 6.0812 15.9227 4.2051 1.061 2.513 0.235
O 6.2511 17.1699 4.2928 -0.553 -1.469 0.425
C 5.6081 15.0323 5.3034 -0.457 -0.623 1.331
C 5.5665 13.5723 4.8699 -0.118 -0.879 4.346
H 6.9078 16.0797 2.4448 -0.954 -1.756 0.740
H 6.5811 14.3398 2.9791 -0.095 1.101 0.095
H 4.5890 15.3155 5.5150 -0.842 0.638 -0.278
H 6.0098 15.2062 6.3466 0.536 0.098 -1.436
H 4.9887 13.6055 4.0205 -1.489 -0.611 -2.251
H 4.9221 12.9526 5.7058 1.124 1.465 -1.742
S 5.0175 10.5666 3.9434 0.395 -0.208 0.061
C 5.9598 9.1720 3.8951 -0.644 -1.191 -0.476
N 7.2403 8.9354 3.8536 0.573 0.989 0.420
C 7.6068 7.6395 3.9467 -0.172 -2.630 0.184
C 8.8766 6.9993 4.1396 0.833 2.816 -0.223
C 9.0766 5.6730 4.3154 -2.630 -3.584 -1.483
C 7.9284 4.7681 4.0588 0.948 -1.084 1.331
C 6.6212 5.3246 3.8813 2.875 -0.579 0.706
C 6.5307 6.7115 3.9035 -0.503 -0.111 -0.267
S 5.0340 7.5395 3.8312 -0.023 1.015 0.083
H 9.7850 7.6071 4.1165 -0.374 0.255 0.254
H 10.0450 5.1499 4.4223 -0.470 0.889 0.054
H 8.1673 3.5701 4.1945 -0.989 3.177 -0.525
H 5.7206 4.7382 3.8442 -0.056 -0.312 -0.174
C 8.8813 14.6214 5.3064 -0.856 -2.486 -1.016
O 9.5660 13.3887 4.7611 0.537 3.598 0.214
C 8.9260 12.2237 5.0112 2.264 -2.063 -0.382
C 9.8246 10.9953 4.4380 -1.786 0.612 0.657
H 7.8771 14.2258 5.6579 1.512 0.407 0.755
H 8.4990 15.3064 4.5420 0.950 -0.101 -0.491
H 9.5945 15.1194 5.9622 -0.332 -0.105 0.321
H 10.9466 10.9858 4.6788 -1.364 0.082 -0.261
H 9.5986 10.9621 3.3382 0.766 0.051 0.587
H 9.2580 10.0882 4.8121 1.126 0.803 -0.227
```
Positions in Å, forces in eV/Å.



2.
C20H60O10S2 | wB97M-V/def2-TZVPD

Its molar mass is 524.82 g mol⁻¹. The HOMO-LUMO gap comes out at 8.8 eV. The calculation puts the HOMO energy at -8.540 eV. Its total energy is -63845.2372 eV. As for the relative energy (zero: lowest compared OMol25 entry of this formula, charge and spin): 0.0000 eV.

```
92
Properties=species:S:1:pos:R:3:forces:R:3
C -1.2796 -0.2971 1.0543 -0.476 -1.321 1.149
C -0.6356 0.5999 0.0913 1.150 1.855 -2.237
O 0.8334 0.5959 0.2663 -2.184 0.219 0.088
H -0.9186 -0.1741 2.1063 -0.025 -0.041 -0.970
H -1.0576 -1.3381 0.7083 -0.557 0.540 0.618
H -2.3746 -0.0951 1.0993 0.704 -0.544 -0.296
H -1.1326 1.6099 0.0353 0.959 -0.314 0.879
H -0.8616 0.3139 -0.9667 0.224 -0.461 0.628
H 1.2254 1.3689 -0.1867 -0.006 -0.499 0.191
C 3.9094 -1.3701 0.1113 -2.469 2.768 -0.434
C 2.8244 -2.0001 -0.7527 -2.224 3.773 -2.784
O 1.7464 -2.5491 -0.0877 -3.123 -1.518 3.084
H 4.7424 -0.8341 -0.4267 -0.723 -1.099 0.493
H 4.1414 -2.0331 0.9113 0.739 -0.456 0.510
H 3.2224 -0.5671 0.4953 1.320 -0.118 0.623
H 3.3354 -2.6921 -1.4057 -0.822 -0.800 -0.434
H 2.0884 -1.1671 -1.4097 3.399 -1.524 0.905
H 0.9184 -2.0111 0.3343 3.915 -0.875 -1.991
C 1.6124 2.1249 3.4263 0.957 0.319 -5.828
C 1.2864 2.0479 4.8633 2.119 5.335 -0.438
O 2.5184 2.0869 5.6283 0.828 0.361 -3.089
H 0.7914 2.3189 2.5673 0.791 -1.162 2.618
H 2.1964 1.2399 2.9953 -0.810 1.023 0.849
H 2.1954 3.0309 2.9893 -0.256 -1.096 1.906
H 0.9254 1.1919 5.1773 -2.999 -4.125 0.882
H 0.6544 2.9629 5.0243 0.233 -0.959 0.654
H 2.3694 2.1979 6.5273 -0.771 0.279 2.431
C -4.2266 -0.1861 -2.3937 1.116 0.034 -1.104
C -4.7106 -1.6611 -2.6907 -1.552 2.363 3.847
O -3.5916 -2.4321 -2.6837 1.872 -1.879 0.146
H -4.9796 0.5719 -2.7077 0.273 -0.561 0.779
H -3.3196 0.0919 -3.0247 -1.003 -0.647 0.427
H -3.8196 -0.0651 -1.3577 -0.900 -0.091 -0.683
H -5.2216 -1.6961 -3.6167 -0.854 -0.117 -0.934
H -5.4566 -1.8791 -1.7477 1.427 0.062 -2.389
H -3.7156 -3.4021 -2.6467 -0.335 0.887 -0.103
C -2.3206 2.0799 3.1403 1.040 -0.567 2.182
C -1.7636 3.4959 2.8833 -2.040 -1.158 -0.200
O -2.8136 4.2629 2.2563 1.850 3.882 0.359
H -1.5906 1.3469 3.6283 -0.728 1.267 -0.689
H -2.7936 1.5569 2.3613 0.506 -0.180 -2.358
H -3.2146 2.0129 3.6983 -0.832 0.816 1.929
H -1.0906 3.2229 2.0783 1.403 1.054 0.406
H -1.5166 4.1099 3.8023 0.763 -1.417 -0.994
H -2.3756 5.2459 2.3023 -2.095 -3.466 -0.530
C -1.5766 -4.2291 -0.2757 -0.547 1.358 -1.064
C -1.8816 -5.3091 0.6903 3.711 -1.533 1.471
O -2.2766 -6.4551 -0.0267 0.847 -2.455 -0.069
H -2.5396 -3.6871 -0.5427 1.122 -0.802 -0.328
H -0.9756 -4.5881 -1.1987 -1.104 0.598 1.680
H -1.0306 -3.4681 0.2893 0.326 -0.052 -0.425
H -2.7056 -5.2231 1.2883 -1.881 1.757 2.052
H -0.8706 -5.3661 1.5313 -2.600 -0.580 -2.551
H -2.3226 -7.2821 0.5323 0.135 1.653 -0.739
C 1.5474 -1.5061 3.4893 1.248 -5.363 -1.811
C 0.8474 -2.8401 3.6243 1.044 -0.266 -0.975
O 0.6184 -3.2331 4.9523 -0.738 -1.145 0.979
H 1.7144 -1.2141 2.5093 -0.035 0.163 -2.324
H 2.4854 -1.6491 3.8503 2.952 0.074 1.545
H 1.0894 -0.7791 3.9053 -3.257 4.852 3.337
H 1.4714 -3.6801 3.1233 -1.401 1.434 0.109
H -0.1486 -2.6341 3.3143 -0.890 -0.549 -1.753
H -0.0946 -3.9081 4.8223 1.036 0.796 0.827
C -0.3396 4.4539 -1.7907 -5.670 -3.585 -5.692
C -0.1336 3.2309 -2.8237 -0.479 0.026 2.152
O -1.3936 2.7089 -3.1127 -1.239 -0.660 -0.632
H -1.2746 4.9559 -2.2947 1.622 -0.512 1.565
H 0.3994 5.0409 -1.8467 5.716 4.850 -0.496
H -0.4666 4.1979 -0.8167 -0.888 -1.237 2.648
H 0.2264 2.3719 -2.2997 1.332 -0.218 0.524
H 0.4534 3.3249 -3.7467 0.086 0.832 0.386
H -1.8476 3.2909 -3.7097 -0.474 0.404 -0.403
C 4.1104 4.4129 -0.6417 2.485 0.241 4.005
S 4.0034 2.5949 -0.6357 1.225 0.023 -0.211
O 2.5844 2.2119 -0.7957 -0.444 0.544 -0.254
C 4.7754 2.4089 -2.2857 -2.470 0.604 -0.341
H 3.6244 4.6249 -1.4767 -3.202 1.408 -3.366
H 5.1554 4.7899 -1.0037 -1.419 -0.799 1.740
H 3.6344 4.8689 0.3723 1.430 -1.012 -2.668
H 5.1584 1.4449 -2.3247 0.525 -1.954 -0.124
H 5.5964 3.0599 -2.2937 1.086 1.106 -0.394
H 4.0344 2.5419 -3.1487 0.954 0.142 1.427
C -1.6266 -1.9171 -5.4847 0.609 -1.219 0.328
S -1.0806 -3.2871 -4.3827 1.508 -0.583 -1.116
O 0.0884 -4.0041 -5.1577 -2.362 1.842 1.707
C -0.3366 -2.2091 -3.1397 -1.372 -0.507 2.181
H -0.6936 -1.7951 -6.0177 -0.132 0.146 -0.814
H -1.8776 -0.9981 -5.0047 -0.236 0.406 0.742
H -2.4766 -2.3041 -6.0277 0.118 0.065 -0.586
H 0.5434 -1.7901 -3.5187 0.991 1.375 -1.017
H 0.0934 -2.8901 -2.4147 -0.116 -0.420 0.375
H -1.0416 -1.5281 -2.5097 1.041 -1.090 -1.727
```
Positions in Å, forces in eV/Å.



3.
C5H13NOS | wB97M-V/def2-TZVPD

Its molar mass is 135.23 g mol⁻¹. The HOMO-LUMO gap comes out at 9.9 eV. The calculation puts the HOMO energy at -8.973 eV. Its total energy is -19766.1133 eV. As for the relative energy (zero: lowest compared OMol25 entry of this formula, charge and spin): 2.9886 eV.

```
21
Properties=species:S:1:pos:R:3:forces:R:3
C 2.4715 -1.5196 -0.5267 -4.781 0.609 -0.102
C 2.2382 0.1821 1.1411 -2.278 1.036 -0.373
C -1.4591 1.3185 -0.4797 -1.993 0.852 -0.814
C -3.6724 0.1155 0.4708 2.717 -2.593 -0.296
C 2.0784 -0.0689 -0.2816 0.261 -2.029 -0.648
N 1.6401 0.7670 -1.1165 -0.214 0.225 -1.755
O -1.2664 -1.2961 0.0804 0.237 -0.129 0.237
S -2.1262 -0.3652 -0.6804 -1.217 1.429 0.859
H 1.4100 -2.0612 -0.4206 2.354 0.753 -0.039
H 2.7189 -1.5694 -1.5301 1.033 -0.799 -1.917
H 3.1533 -1.8585 0.1904 1.059 -0.759 0.662
H 3.1848 -0.1094 1.3723 3.071 0.040 0.949
H 1.6639 -0.5208 1.7085 -0.917 -0.315 0.284
H 1.9497 1.1844 1.3236 0.103 1.005 0.857
H -0.4821 1.5410 -0.7806 1.414 -0.374 -1.747
H -2.2023 2.0794 -0.8947 0.914 -1.098 0.537
H -1.2835 1.4927 0.5387 -0.607 0.115 1.979
H -3.7441 -0.7867 1.0973 -0.023 0.214 -0.212
H -3.3392 0.9164 1.0961 -0.437 0.785 -0.035
H -4.5073 0.1314 -0.1722 -1.030 0.819 -0.488
H 1.5738 0.4273 -2.1360 0.332 0.215 2.061
```
Positions in Å, forces in eV/Å.



4.
C8H12O | wB97M-V/def2-TZVPD

Its molar mass is 124.18 g mol⁻¹. The HOMO-LUMO gap (spin up / spin down) comes out at 7.3 / 7.3 eV. The calculation puts the HOMO energy (spin up / spin down) at -7.894 / -7.882 eV. Its structure (SMILES) is C=C1C[C@@]1(C)[C@@H](C)C=O. Its total energy is -10533.1868 eV. As for the relative energy (zero: lowest compared OMol25 entry of this formula, charge and spin): 4.7751 eV.

```
21
Properties=species:S:1:pos:R:3:forces:R:3
C 1.0669 -1.5090 1.8173 -0.195 -0.148 0.473
C 0.1672 -0.8684 1.0599 0.463 -0.139 -0.179
C -0.4829 -1.4293 -0.1482 1.054 -0.601 -0.951
C 0.2959 -0.2005 -0.4152 -1.063 0.835 0.897
C 1.6447 -0.2484 -1.0707 0.199 -0.084 0.174
C -0.3899 1.1439 -0.3133 -0.270 -0.320 0.366
C -1.6900 1.2740 -1.1003 -0.148 0.183 -0.165
C -0.5871 1.1907 1.2394 -2.015 1.628 -0.184
O -1.7130 1.3363 1.7485 1.838 -0.686 -0.680
H 1.5801 -2.4066 1.4857 -0.730 -0.866 0.385
H 1.2586 -1.1946 2.8377 0.876 0.612 -0.263
H -1.5658 -1.3826 -0.1285 -0.004 0.209 0.134
H -0.0858 -2.3636 -0.5316 -0.051 -0.092 -0.272
H 2.3331 0.4585 -0.5982 -0.087 -0.087 -0.042
H 2.0891 -1.2458 -1.0340 -0.067 0.097 -0.029
H 1.5375 0.0613 -2.1168 -0.088 -0.080 0.090
H 0.3160 1.9295 -0.5984 -0.065 0.015 0.018
H -2.5577 0.9062 -0.5485 0.224 0.024 0.206
H -1.8788 2.3273 -1.3254 -0.072 -0.165 -0.045
H -1.6619 0.7113 -2.0381 0.185 0.153 -0.010
H 0.3237 1.5098 1.7787 0.015 -0.487 0.075
```
Positions in Å, forces in eV/Å.



5.
C4H13O4 | wB97M-V/def2-TZVPD

Its molar mass is 125.14 g mol⁻¹. As for the net charge: -1. The HOMO-LUMO gap comes out at 7.9 eV. The calculation puts the HOMO energy at -4.030 eV. Its total energy is -12548.8735 eV. As for the relative energy (zero: lowest compared OMol25 entry of this formula, charge and spin): 1.3588 eV.

```
21
Properties=species:S:1:pos:R:3:forces:R:3
C 0.0489 -0.7564 -1.6982 -1.651 -0.380 -0.669
O -1.1603 -0.0275 -2.0536 0.080 0.240 -0.748
C 1.1410 0.2431 -1.3738 1.055 -0.842 1.004
C 1.4191 0.7058 0.1026 -0.202 -0.484 -0.967
C 0.1481 0.9887 0.9161 -0.119 1.222 0.071
O -0.6675 -0.0779 0.9443 0.149 -0.665 0.593
H -0.3725 -1.4192 -0.9302 1.284 0.010 0.189
H 0.3173 -1.3533 -2.6251 -0.229 0.657 0.915
H -1.1607 0.8110 -1.5758 0.050 -0.354 0.232
H 0.9045 1.0647 -2.0530 0.425 0.295 0.097
H 2.1150 -0.2059 -1.6417 -0.316 0.280 -0.495
H 2.0378 -0.0723 0.5834 -0.537 -0.047 0.057
H 2.1340 1.5215 -0.0087 -0.182 0.581 0.236
H -0.3978 1.8857 0.4696 0.557 -0.191 -0.001
H 0.4323 1.3627 1.9370 0.165 -0.079 -0.262
H 0.9451 -2.2015 1.3875 0.020 -0.235 -0.074
H 0.0131 -1.2043 1.9848 -0.449 -0.752 -0.485
O 0.3303 -2.1570 2.1243 0.336 0.529 0.399
H -2.8460 0.4972 0.4695 -0.359 0.086 -0.095
H -2.2439 0.0083 1.6577 -0.601 0.539 -0.201
O -3.1378 0.3867 1.3835 0.525 -0.408 0.205
```
Positions in Å, forces in eV/Å.



6.
C3H7FS | wB97M-V/def2-TZVPD

Its molar mass is 94.15 g mol⁻¹. The HOMO-LUMO gap comes out at 10.3 eV. The calculation puts the HOMO energy at -9.368 eV. Its structure (SMILES) is C[C@@H](S)CF. Its total energy is -16776.4797 eV. As for the relative energy (zero: lowest compared OMol25 entry of this formula, charge and spin): 0.5039 eV.

```
12
Properties=species:S:1:pos:R:3:forces:R:3
C 0.4414 1.5230 -0.1430 -1.633 1.596 -0.335
C -0.0904 0.1902 0.3634 0.896 1.180 -1.428
S -1.7608 -0.2344 -0.0052 -0.698 -0.585 -0.847
C 0.8582 -0.9125 -0.0286 0.285 0.887 0.281
F 2.1741 -0.3772 -0.0336 -0.586 -1.092 -0.190
H -0.1850 1.9421 -0.9366 0.350 -0.411 -0.477
H 1.4817 1.4858 -0.4097 0.159 0.212 -0.106
H 0.2588 2.2901 0.6238 0.499 -0.246 0.074
H -0.1508 0.3833 1.3783 0.313 -0.563 2.396
H -1.4373 -0.8484 -1.1683 -0.455 0.210 0.144
H 0.8084 -1.6167 0.7706 0.229 -1.165 0.062
H 0.5737 -1.2958 -1.0245 0.641 -0.022 0.426
```
Positions in Å, forces in eV/Å.